Record 1
Computed, not measured: a molecular structure, C35H45AsN5O2PtS2, with the ωB97M-V functional and the def2-TZVPD basis.

Results
<S²> = 6.049
lowest unoccupied orbital energy (spin up / spin down) = -2.3 / -4.7 eV
HOMO (spin up / spin down) = -0.3752 / -0.4148 hartree
net charge = +1
2S+1 = 5
frontier orbital gap (spin up / spin down) = 7.88 / 6.63 eV

CARTESIAN COORDINATES (ANGSTROEM)
C 3.902248 -0.075939 3.233776
C -3.142263 2.742870 -0.553284
H 3.428358 -1.068822 -0.671491
C -3.836685 1.552258 -0.755638
H 2.531575 -7.964357 -1.009829
H 5.556021 -5.193167 0.211525
C 2.183948 5.278889 -1.816555
C 3.980265 1.739941 4.879230
H -1.174191 7.848547 -2.206258
H -3.670243 -3.606773 -2.806651
S 1.004430 2.516481 -1.588038
H -3.695624 -1.578796 -0.512835
H 4.160243 5.422701 -0.961635
As -0.432287 -0.437759 1.939168
H -1.954827 -6.894424 -2.404721
C -5.177365 1.470121 -0.417133
C -0.680242 6.898065 -2.406515
H -2.380137 1.035968 1.358620
C -3.794850 3.850750 -0.021856
C 1.242605 -3.563988 -0.275292
C 3.320688 2.179609 2.555305
N -2.033433 -3.586290 -1.558902
Pt 0.855060 -0.487182 -0.146578
H -2.154761 0.960023 3.126396
H -2.383466 -5.544004 -3.454396
O 1.536216 -2.532678 0.402276
C 3.051343 -0.087372 -0.409163
C 3.072688 1.732388 1.280254
H -1.436599 6.168431 -2.692032
H -2.147526 -2.001697 2.918783
C -1.796283 -5.830602 -2.581012
H -3.244282 4.770283 0.117194
C 4.148805 -6.692455 -0.401258
C 2.826176 -6.963338 -0.724723
H 2.760081 2.424735 0.509734
C -1.649039 1.045950 2.164966
S -0.738313 -1.289403 -1.630917
C -5.133822 3.760027 0.325310
C 3.637834 -0.527700 1.963418
C 0.063558 6.425360 -1.167757
H 1.132025 0.373626 3.731693
H 3.101384 0.657237 -1.195003
H 3.866612 -3.397372 0.293513
H -4.446125 -3.179801 -0.413559
H -0.929760 -2.891691 1.967468
H 0.807217 7.159642 -0.857037
C -1.560760 -2.004406 2.000847
N 0.114351 -3.823176 -0.911028
C 3.740828 1.279970 3.543287
H -0.743356 -5.665080 -2.803768
H -5.640872 4.618359 0.745215
C -0.854074 -3.015051 -1.303135
N -1.128858 4.007877 -0.948800
H 4.887265 -7.482262 -0.438323
H -0.625035 6.269762 -0.341240
C 3.125234 5.375411 -0.624520
H -5.723532 0.551083 -0.582437
C -5.824442 2.572543 0.127822
H 0.002910 7.042339 -3.244652
C 0.159507 4.005669 -1.295232
H 2.434712 4.421101 -2.441172
H 0.848072 -6.153899 -0.932874
H 1.160577 -1.398550 3.618684
H -2.223547 -1.999447 1.137255
H 3.748071 -1.575115 1.729512
C -1.698840 2.804934 -0.888831
C 3.576939 -4.399563 0.018245
H 4.232868 -0.760412 4.003498
O -1.093416 1.727310 -1.131081
C -4.148729 -2.381536 -1.095423
N 4.153060 2.098221 5.957690
C 2.249598 -4.662875 -0.308664
H -3.269898 -5.185454 -1.138081
C -2.212208 -5.030590 -1.355433
C -3.177717 -2.890361 -2.148481
H 3.013421 4.504588 0.022494
H -6.871771 2.507454 0.391897
H -2.826662 -2.074145 -2.776350
H -1.091950 1.980923 2.125044
H -0.202281 -0.579985 4.427060
C 4.524346 -5.408222 -0.032891
C 3.231605 0.364965 0.939606
N 0.785841 5.169011 -1.411233
H 2.268023 6.168601 -2.442069
H -5.048404 -1.993077 -1.572798
H -1.644618 -5.333434 -0.479697
C 0.521216 -0.518357 3.614565
H -3.312795 0.705953 -1.182413
C 1.880220 -5.953001 -0.683726
H 2.921134 6.267555 -0.031966
H 3.206694 3.226077 2.805011

Forces on atoms 1 to 6 (eV/Å):
0.0 0.0 0.0
0.0 0.0 0.1
0.0 0.0 0.0
0.0 0.0 0.0
0.0 0.0 0.0
0.0 0.0 0.0

=====

Record 2
Computed, not measured: a molecular structure, C35H45BrClNPPtSi, with the ωB97M-V functional and the def2-TZVPD basis.

Results
lowest unoccupied orbital energy = -2.9 eV
HOMO = -0.4264 hartree
net charge = +1
frontier orbital gap = 8.74 eV

CARTESIAN COORDINATES (ANGSTROEM)
H 4.061983 -0.746442 1.728148
H 6.154368 -3.053921 -0.132233
C -2.829280 -4.755408 1.180414
C -3.142096 1.700292 -1.200755
H -0.239469 -0.329554 3.455141
C 1.183052 3.310971 -3.109710
C -3.478327 0.569550 3.869424
C 4.785397 -1.859125 -1.284605
C 2.908680 -3.704956 -0.696916
Br 1.569446 -4.999629 -0.300082
H -1.742420 0.687496 5.127136
C 1.199962 2.051477 -2.229650
H -0.187589 4.876629 -0.435484
H 0.490996 1.272819 1.880443
C 1.981230 -1.014413 1.296922
C 2.048284 -3.070052 3.152255
C 0.813775 -1.730337 1.578044
H -5.035104 0.300726 2.412077
H 1.852450 2.055723 1.065473
H -3.026211 0.617041 -1.147278
P -0.716587 -1.267783 0.705897
H -1.225193 3.542235 2.354864
Pt -0.307985 -0.373606 -1.261320
H -3.239645 -6.312715 -0.245962
H -3.535366 -0.715960 0.735075
C -3.142991 -0.397317 1.693170
H 4.122535 -2.577464 3.394213
H 1.334738 4.208895 -2.508267
H 2.733793 2.883391 -0.915373
H 1.993880 3.270430 -3.848244
H -0.018817 -3.370338 2.703220
H -3.007630 2.007692 -3.804603
C 3.165535 -1.310743 1.952688
C 0.859763 -2.770473 2.503991
C 0.426840 4.342711 0.293452
Si -0.295201 1.957738 -1.020043
H -2.292751 4.318258 -1.042844
C -1.433985 3.070529 1.386824
H 1.058469 2.851378 2.427272
H -2.100910 -5.147625 -2.101533
Cl -0.773136 -2.745380 -2.285953
C -2.013005 1.807208 -3.390255
C -1.962003 2.338281 -1.951311
H -4.072219 1.914804 -1.741577
C 3.197765 -2.336948 2.884288
N 2.543177 -2.688078 -1.447971
H -1.865496 0.721723 -3.440114
H -1.896464 2.106644 1.583946
H -2.303234 -3.048065 2.349937
H 3.357580 1.921308 -2.253838
H -4.136721 1.014508 4.604801
C 0.885290 2.229146 1.540574
H -1.289546 2.297170 -4.043878
H -2.151663 3.704069 0.865852
H -3.339871 -5.245951 1.998728
C -1.562895 -2.859352 0.347849
H -3.120520 4.063954 -2.574246
H 1.936388 -0.231326 0.555209
C 2.553178 1.985700 -1.509949
C -2.134919 0.387312 4.163697
H 0.950845 -0.179440 -2.633460
H 3.160617 -0.950182 -2.361617
H 2.635094 1.108277 -0.860152
C -2.191475 3.862357 -2.027145
C -1.287314 -0.182590 3.222586
C 5.140933 -2.944932 -0.498849
C -1.787672 -0.564592 1.981463
C -1.542489 -3.465679 -0.907091
C -3.983762 0.170560 2.635965
H 2.077570 -3.888667 3.860638
H 4.410988 -4.764986 0.412837
C -2.232667 -3.521638 1.378435
C -0.114099 2.937227 0.612304
H 0.295717 0.907950 -3.894265
C 3.478789 -1.777461 -1.736408
H 2.027150 0.637542 -3.685313
C 4.183494 -3.897997 -0.191376
H 0.246599 3.421271 -3.659033
H 0.441562 4.938877 1.213598
H 5.508876 -1.098060 -1.550676
H -1.384694 4.370425 -2.562351
C 1.084103 0.816248 -3.153018
C -2.140953 -4.699663 -1.116479
H -3.251916 2.084680 -0.187905
C -2.776769 -5.349400 -0.074683
H 1.452168 4.305022 -0.085034

Forces on atoms 1 to 6 (eV/Å):
0.0 0.0 0.0
0.0 0.0 0.0
0.0 0.0 -0.1
0.0 0.1 0.0
0.0 0.0 0.0
0.1 0.0 0.0

=====

Record 3
Computed, not measured: a molecular structure, C35H45CuN3O3, with the ωB97M-V functional and the def2-TZVPD basis.

Results
<S²> = 0.755
lowest unoccupied orbital energy (spin up / spin down) = -0.2 / -1.5 eV
HOMO (spin up / spin down) = -0.3055 / -0.3032 hartree
2S+1 = 2
frontier orbital gap (spin up / spin down) = 8.09 / 6.71 eV

CARTESIAN COORDINATES (ANGSTROEM)
N -0.537106 0.689441 1.799499
C 0.164773 -1.908368 2.945852
C 1.808424 2.913662 -3.888397
C -2.854128 -2.135841 -1.342980
H -4.334445 3.709979 -1.229634
H 2.681742 2.833641 -4.545544
C -0.912598 0.742697 -2.617476
C 0.990873 -3.982870 -1.849481
C 0.070021 4.087626 3.725959
H -2.701393 -1.396999 -2.129298
C 1.459522 -1.697699 -2.855615
H -2.541530 -2.431298 1.773351
C -2.313512 1.745469 0.600333
C 3.212134 2.661289 -1.802739
H 0.071384 3.042532 1.857299
H -4.892124 -1.471926 -1.092135
H -3.051822 2.573683 -3.078606
H -1.113294 -3.884784 -3.594288
H -0.168795 5.060935 3.284201
H -3.780418 3.180703 1.171506
H -3.910599 -3.896428 0.484047
H 1.934303 -2.554498 1.840807
H -1.614144 -1.765561 4.190401
H -3.537043 -1.022569 1.394305
H 0.697583 -3.809391 2.042555
H 3.390127 2.073273 -0.897630
H 3.167213 0.458149 5.589113
C -4.311455 -2.392617 -1.014080
H 2.525890 2.626647 4.621060
C -1.924046 1.415614 -1.692037
H 4.127897 0.935355 -3.828409
C 3.376482 0.201529 -3.548466
C -4.220650 -2.851684 0.441444
C 3.594104 -1.136518 -3.836101
H 1.733041 -3.359657 3.402084
C -3.126114 -1.952671 0.994858
C 2.042856 1.721168 4.267846
H 2.094932 -1.610064 4.790206
C 0.408679 -2.740318 -2.529358
H 0.735316 4.259464 4.579833
H 4.505818 -1.444667 -4.335497
C 0.812623 -0.611317 3.388609
Cu -0.239137 0.045642 -0.005504
C 2.406792 0.503852 4.817733
H -0.230144 -2.523669 4.985236
H 2.820020 -3.127211 -3.704880
H 2.727603 4.091217 2.924205
O -2.152191 1.886750 2.972257
H 0.328830 -3.509609 -4.553475
C 2.212038 0.624603 -2.914413
C 1.194060 -2.966480 2.534322
H 1.568116 -4.592449 -2.552882
C 2.642715 -2.077919 -3.482040
C -0.359767 -3.115514 -3.799155
H 4.133441 2.654398 -2.393197
H 0.937462 2.546915 -4.435325
H -0.441815 -1.681952 2.078667
H 2.512382 3.219594 1.399541
C 1.799330 -0.653512 4.368664
N -1.712353 1.148558 -0.414457
H 0.185259 -4.611616 -1.454712
H -1.152304 -3.432554 3.779707
H -5.154266 -2.746117 0.993498
C -0.767040 -2.440245 4.036750
H -2.353942 -3.059053 -1.636540
C 0.433924 0.631358 2.849025
H -0.859432 -2.240171 -4.225399
H -4.751199 -3.137946 -1.674964
O -2.271281 -1.635426 -0.126732
C -2.885906 2.343579 -2.033208
O -1.001778 0.906495 -3.825566
C -3.580069 2.967130 -0.994352
H 3.014928 3.696125 -1.505974
H 1.744179 4.799579 1.638856
H -0.850844 3.633680 4.093119
C 1.071740 1.812447 3.275756
H 1.143490 2.208006 -1.985436
C -1.675901 1.415848 1.950011
C 2.031114 2.103013 -2.605359
H 1.658595 3.972687 -3.654073
H -0.292137 -2.283813 -1.841688
C 1.240914 -0.338196 -2.584688
C 2.010254 3.858793 2.131363
C 0.753663 3.182202 2.693745
H 1.649642 -3.711558 -1.019201
N 0.041966 0.074072 -1.919277
C -3.291469 2.683355 0.342648

Forces on atoms 1 to 6 (eV/Å):
-0.1 -0.2 -0.1
0.2 0.0 0.2
0.0 0.0 0.0
0.0 0.1 0.2
0.1 -0.1 0.0
-0.1 0.0 0.1

=====

Number 1: E_tot -134319.93665 eV. Number 2: E_tot -141489.94072 eV. Number 3: E_tot -92279.45921 eV.